No. 1
The following is a DFT calculation (ωB97M-V/def2-TZVPD) of C22H26BeN4O3 as an isolated structure.

Computed properties:
* energy above the lowest of the compared OMol25 structures with the same formula, charge and spin: 3.645 eV
* total energy: -35725.60278 eV
* LUMO energy: -6.14 eV
* HOMO level: -14.51 eV
* charge: +2
* orbital gap: 8.376 eV

Cartesian coordinates (Å):
H -5.963786 -4.386694 -1.029857
C -0.702948 -0.268930 3.564263
C -3.052013 -3.308107 -0.212587
C -4.309810 1.234071 -1.165651
H -4.288195 -1.661571 -0.800456
H -2.453047 3.190918 2.786371
H 1.082612 1.707757 -1.008891
Be -0.266407 0.032348 0.661528
H -4.199349 0.612544 0.941673
C -3.692186 1.249703 0.213401
C 1.399774 2.965666 0.759900
H -5.664444 5.626396 1.715107
C -3.591270 2.678700 0.890152
H -4.476093 2.753335 1.518719
C 1.672674 1.731206 -0.100186
H -1.545602 -1.424159 5.081224
H 2.274996 3.166932 1.379672
C -0.837663 -2.692545 0.435363
H -1.419058 0.315664 5.433777
H 2.723613 1.674703 -0.373794
H 2.003569 0.210797 1.209509
H 0.211235 3.911200 2.246822
O 1.332996 0.463950 0.565219
N -0.537589 -0.055715 2.451786
C -3.273135 0.672012 -1.782145
C -2.701246 4.112143 -0.986342
C -2.321707 -1.031531 -0.215712
H -3.089947 0.347257 -2.798763
C -1.772322 3.041913 -1.216045
N -1.266151 2.362392 -0.229623
C -1.776306 -3.671618 0.221469
H 1.329310 3.809035 0.068192
H -1.517371 -4.708276 0.391177
H -2.763826 4.943494 -1.675287
H -5.282516 1.559092 -1.510814
H -5.681747 4.378143 -0.272618
C -4.099519 -4.356264 -0.449681
O -5.299107 -3.723034 -0.820087
H -4.591142 5.772701 -0.384692
N -1.110001 0.984569 -0.381203
C -0.921621 -0.537760 4.974463
H 0.159242 -2.934666 0.780437
O -4.914398 5.046498 1.545206
C -3.317018 -1.964493 -0.437496
H -3.735185 -5.033838 -1.230759
H 0.036099 -0.705927 5.465577
H -1.577438 2.644027 -2.206508
H -4.214565 -4.945473 0.467710
C -4.779696 4.840284 0.152675
N -1.102608 -1.393974 0.224420
C -2.469724 0.448513 -0.514838
C -2.365145 2.891153 1.749157
C 0.197338 2.956834 1.717362
C -1.193161 2.789557 1.143086
H 0.358669 2.199933 2.485059
C -3.631676 3.892235 -0.039788

Atoms 1-3, force components in eV/Å:
-0.001 0.001 -0.001
-0.057 -0.019 0.010
0.009 -0.006 0.003

---

No. 2
The following is a DFT calculation (ωB97M-V/def2-TZVPD) of C22H26ClHoSiTc as an isolated structure.

Computed properties:
* energy above the lowest of the compared OMol25 structures with the same formula, charge and spin: 6.943 eV
* <S²>: 15.778
* spin multiplicity: 8
* total energy: -71620.03389 eV
* LUMO energy (spin up / spin down): 0.01 / -1.73 eV
* HOMO level (spin up / spin down): -6.78 / -6.26 eV
* orbital gap (spin up / spin down): 6.792 / 4.526 eV

Cartesian coordinates (Å):
H -1.380143 -4.045311 0.106560
C -1.167693 1.178360 6.042551
H -0.534105 3.229204 6.216351
H 0.007357 7.362228 -0.083364
H 2.577084 -2.817007 -2.624388
H -6.323646 3.184502 1.626312
Si -1.508424 1.982191 1.464397
C 0.113320 -0.749210 -1.670854
C -1.481779 5.813478 -0.229529
C -1.852793 4.520394 0.154685
H -1.829312 -0.811865 5.560809
H -2.934403 0.181250 -0.415642
H 2.055919 -4.440025 -2.006517
H 0.856876 3.767708 2.082687
H 2.224507 1.269746 -0.483291
C 0.553907 5.619013 1.055884
H -2.781876 4.121936 -0.225772
C -5.971132 1.574557 0.238721
C 2.275303 -3.388395 -1.719202
C -5.585966 2.525903 1.186830
H -7.009165 1.496447 -0.056112
Ho 0.000000 0.000000 0.000000
H -1.085059 0.982052 7.103720
H -5.314471 -0.005427 -1.069851
C -0.856393 2.444416 5.542971
C -1.690770 0.420849 3.801000
C -0.959986 2.700920 4.173648
H -2.013708 -0.371701 3.137268
H 0.826201 -0.249787 -2.363431
H 1.046668 2.356121 0.305312
Cl 0.756250 -1.592377 0.934589
C 0.189560 4.326673 1.438480
C -0.993390 -3.883355 -0.921988
C -3.282499 1.788514 0.987471
H 1.487466 6.043324 1.402758
C -1.586937 0.167867 5.172583
H -0.719668 3.690808 3.819567
H -3.955307 3.379669 2.292413
H -0.891083 -0.868453 -2.133665
C -0.279414 6.361885 0.219425
C -4.244973 2.632171 1.563131
H -1.811455 -3.482530 -1.560186
C -3.669220 0.833231 0.039794
Tc 0.570342 -2.521825 -0.919390
C -5.014556 0.727710 -0.332783
H 3.107414 -3.373152 -0.983603
H -2.125213 6.389149 -0.883094
C -1.372652 1.686814 3.291346
C -1.018907 3.752058 0.989364
H 1.947196 1.162126 1.280556
H -0.643497 -4.851542 -1.342208
C 1.442811 1.317277 0.303738

Atoms 1-3, force components in eV/Å:
0.208 0.122 -0.510
-0.026 0.093 -0.411
-0.015 -0.014 0.004

---

No. 3
The following is a DFT calculation (ωB97M-V/def2-TZVPD) of one molecule with the formula C22H26FN3O2.

Computed properties:
* energy above the lowest of the compared OMol25 structures with the same formula, charge and spin: 0.061 eV
* total energy: -34520.63412 eV
* LUMO energy: 0.44 eV
* HOMO level: -8.72 eV
* orbital gap: 9.159 eV

Cartesian coordinates (Å):
C 3.400107 0.186396 0.402963
H -1.240920 -4.256459 0.260721
H 4.023167 -1.839634 0.825033
C -2.788286 -2.898492 -0.277228
H 1.476377 -2.553064 -1.729286
H -4.200395 -1.439654 -0.946359
C -0.754722 1.841704 -0.840225
H 0.853419 -3.484355 1.106076
C 0.045934 3.133128 -0.643124
H -0.148392 -0.979277 -2.261369
H 2.454731 -3.732945 0.361409
C -3.050934 2.750713 -0.347354
H 3.282659 1.601556 2.073667
C -3.492314 0.942342 1.607926
H -2.928422 3.485305 -1.129708
C -1.488849 -3.361953 -0.289163
H -1.547448 0.152499 1.193960
C 1.105293 -1.074973 1.558892
C -2.278017 0.905273 0.939251
C -4.223417 2.701000 0.386693
C 1.446597 3.010521 -1.253324
H -3.711185 0.230196 2.392181
H 1.327999 0.308590 3.139919
H -2.495852 -0.213059 -2.260224
H 0.910156 -4.193404 -1.374720
H -0.155681 0.982636 -0.537466
C -3.174466 -1.770223 -0.976286
H 3.651739 -0.056704 2.511786
C 1.572038 0.277687 2.075796
O 2.165124 0.314992 -1.664973
H 0.133593 3.359240 0.423581
N 2.316157 2.195849 -0.433700
C 0.895598 -3.156571 -1.030068
C -0.897180 -1.526355 -1.707375
H 4.445519 0.435805 0.186931
C -2.211710 -1.090319 -1.699096
C -0.524473 -2.664427 -1.005551
F -3.718373 -3.586056 0.421796
N -4.446540 1.818816 1.346284
H -0.474505 3.967785 -1.114490
C -2.042468 1.832783 -0.069105
H -5.029401 3.398813 0.197185
H 1.387219 2.533109 -2.233537
H 0.948033 1.032591 1.590237
N 1.938035 -1.772097 0.760222
H 1.902273 3.998778 -1.361887
O 0.008329 -1.500493 1.877578
H -0.969063 1.733096 -1.906067
C 2.547226 0.888260 -0.666439
C 3.047816 0.560000 1.841463
C 1.554249 -3.111058 0.356359
C 3.225222 -1.323624 0.271920
H 3.304028 -1.599859 -0.784134
H 2.624368 2.605595 0.432442

Atoms 1-3, force components in eV/Å:
0.000 -0.375 -0.035
0.009 -0.114 0.108
-0.029 0.089 -0.084

---

No. 4
The following is a DFT calculation (ωB97M-V/def2-TZVPD) of one molecule with the formula C22H26FN3O4S.

Computed properties:
* energy above the lowest of the compared OMol25 structures with the same formula, charge and spin: 0.045 eV
* total energy: -49450.43033 eV
* LUMO energy: 0.48 eV
* HOMO level: -8.84 eV
* orbital gap: 9.326 eV

Cartesian coordinates (Å):
F -7.301139 -2.306111 0.583889
C 5.573013 -2.811961 -0.785471
H 2.383098 -2.304967 -1.812153
C 3.195752 -1.727679 0.063763
H 1.069746 3.064697 1.879104
C 1.800063 2.937105 1.079840
N 1.871394 0.655203 0.240434
H 6.351701 -2.227233 1.123285
H -7.239362 0.072540 -0.435154
C -3.955775 -0.553438 -1.045529
C -2.074196 0.997106 -0.530581
H -4.976515 -3.433133 0.440315
C -5.165378 0.130745 -1.009821
H 6.506786 -3.239698 -1.118338
C -1.646884 0.669631 1.868224
H 4.536585 -3.289848 -2.598527
H -0.380986 -0.728877 2.850034
H -1.992614 -0.637033 -1.906141
C -6.201194 -1.729017 0.050000
H -2.784816 1.751264 -0.167204
H -0.657772 2.483827 0.725028
C 1.966831 2.482541 -1.371182
H -2.080942 -1.209259 2.795065
H 4.184777 -1.253017 1.883775
C 5.488234 -2.242146 0.475874
O -0.561430 1.656044 -2.303006
O 0.587957 -1.442925 -0.182844
C -0.855518 1.733642 -1.126698
O -1.795516 1.861255 2.111007
C 3.266897 -2.292403 -1.194402
C 2.475471 1.555377 1.188292
H 0.937188 4.156620 -0.484283
H -1.287450 -0.712995 0.408932
H -1.555300 0.073979 3.909947
C -2.726566 0.107499 -1.593853
N -1.704138 0.185841 0.612243
C 4.291226 -1.692359 0.904427
H 1.514112 2.646152 -2.346591
C -1.405536 -0.368287 2.929162
H -2.967524 0.730098 -2.456045
H 1.430714 0.409989 -1.742580
H -2.960508 -2.380870 -0.544335
C 2.143004 0.975014 -1.141228
H 3.555719 1.640073 0.994800
C 1.086042 3.086665 -0.274658
S 1.682919 -0.939924 0.602022
H 2.552863 3.719023 1.182192
H 2.329220 1.122272 2.177303
C 4.466155 -2.841092 -1.619569
C -5.013670 -2.435745 0.031117
H -5.224224 1.129536 -1.416479
C -3.893837 -1.837938 -0.519003
H 3.163659 0.667070 -1.421351
H 2.932671 2.988956 -1.338733
N -0.212123 2.444363 -0.189254
O 1.573164 -1.046655 2.029998
C -6.296029 -0.449507 -0.465075

Atoms 1-3, force components in eV/Å:
0.084 0.045 -0.044
0.012 -0.020 -0.016
-0.071 -0.042 -0.137